Density functional theory data (ωB97M-V with the def2-TZVPD basis set) for a cluster of 21 separate species, C56H168N14O21 in total in a non-equilibrium geometry.

Values from the calculation:
Molecular weight (g/mol): 1374.04
DFT total energy (Ha): -4580.78375

Atoms and positions in Å:
C: -7.324 -12.366 24.123
C: -7.294 -13.219 25.412
C: -7.806 -14.608 25.095
O: -8.244 -15.363 26.213
C: -7.286 -15.964 27.074
N: -5.936 -13.240 25.972
H: -8.276 -12.486 23.601
H: -6.580 -12.862 23.487
H: -6.988 -11.342 24.237
H: -7.931 -12.925 26.187
H: -7.018 -15.174 24.594
H: -8.745 -14.570 24.507
H: -6.431 -16.474 26.570
H: -7.761 -16.808 27.610
H: -6.915 -15.244 27.768
H: -5.202 -13.138 25.301
H: -5.855 -12.601 26.730
C: -13.900 -18.261 16.498
C: -12.440 -18.095 16.836
C: -11.678 -17.292 15.758
O: -11.597 -17.927 14.430
C: -10.922 -19.161 14.459
N: -12.285 -17.488 18.132
H: -14.290 -18.815 17.394
H: -14.119 -18.929 15.654
H: -14.350 -17.232 16.381
H: -11.943 -19.054 16.978
H: -10.647 -17.175 16.042
H: -12.156 -16.329 15.624
H: -10.752 -19.408 13.408
H: -11.452 -19.993 14.923
H: -9.927 -18.985 14.897
H: -12.588 -18.133 18.871
H: -12.872 -16.669 18.146
C: -11.192 -11.196 27.534
C: -11.661 -12.657 27.270
C: -13.226 -12.646 27.063
O: -13.717 -13.796 26.354
C: -13.585 -15.004 27.024
N: -10.817 -13.168 26.147
H: -11.935 -10.667 28.130
H: -11.198 -10.676 26.548
H: -10.165 -11.189 27.909
H: -11.423 -13.217 28.160
H: -13.558 -11.874 26.408
H: -13.673 -12.572 28.065
H: -12.564 -15.394 26.954
H: -14.247 -15.655 26.513
H: -13.948 -14.895 28.064
H: -9.945 -13.648 26.538
H: -11.193 -14.015 25.704
C: -8.278 -11.094 17.153
C: -7.640 -9.987 17.983
C: -7.518 -10.285 19.472
O: -8.767 -10.495 19.978
C: -8.800 -10.629 21.428
N: -6.246 -9.752 17.469
H: -8.332 -10.732 16.108
H: -9.332 -11.299 17.376
H: -7.724 -12.059 17.278
H: -8.164 -9.038 17.835
H: -7.012 -9.430 19.906
H: -6.826 -11.124 19.634
H: -8.391 -11.588 21.687
H: -9.832 -10.609 21.763
H: -8.216 -9.800 21.834
H: -5.803 -8.914 17.874
H: -6.335 -9.580 16.492
C: -15.717 -16.850 19.535
C: -16.539 -15.888 18.687
C: -17.714 -15.149 19.462
O: -18.563 -16.105 19.977
C: -19.740 -15.639 20.608
N: -15.502 -14.962 18.100
H: -15.359 -16.401 20.465
H: -14.773 -17.074 18.974
H: -16.249 -17.756 19.770
H: -17.058 -16.330 17.855
H: -18.178 -14.432 18.766
H: -17.332 -14.510 20.293
H: -20.352 -14.959 19.989
H: -19.441 -15.121 21.555
H: -20.368 -16.530 20.788
H: -15.903 -14.370 17.388
H: -15.185 -14.402 18.893
C: -12.474 -11.387 20.379
C: -12.863 -11.659 18.934
C: -12.469 -13.012 18.402
O: -11.086 -12.990 18.206
C: -10.537 -14.110 17.537
N: -14.283 -11.340 18.701
H: -11.505 -11.698 20.662
H: -13.172 -11.889 21.048
H: -12.598 -10.277 20.508
H: -12.228 -10.979 18.348
H: -12.951 -13.048 17.441
H: -12.806 -13.862 19.017
H: -11.146 -14.419 16.644
H: -10.522 -15.047 18.097
H: -9.535 -13.875 17.237
H: -14.383 -10.340 18.738
H: -14.826 -11.684 19.470
C: -5.899 -16.555 18.706
C: -6.249 -17.286 17.417
C: -6.502 -18.733 17.698
O: -5.365 -19.405 18.208
C: -5.646 -20.736 18.643
N: -7.365 -16.669 16.726
H: -5.543 -15.549 18.590
H: -5.084 -17.125 19.151
H: -6.763 -16.570 19.351
H: -5.348 -17.202 16.832
H: -6.862 -19.242 16.778
H: -7.370 -18.784 18.409
H: -5.974 -21.424 17.848
H: -6.432 -20.786 19.385
H: -4.701 -21.038 19.100
H: -7.523 -16.909 15.733
H: -8.200 -16.927 17.225
C: -15.854 -20.397 21.615
C: -14.696 -20.250 20.621
C: -13.374 -20.101 21.282
O: -12.319 -20.116 20.277
C: -11.075 -19.848 20.864
N: -14.738 -21.380 19.726
H: -15.970 -19.457 22.180
H: -15.619 -21.172 22.344
H: -16.825 -20.520 21.131
H: -14.850 -19.379 20.020
H: -13.153 -20.832 22.074
H: -13.360 -19.170 21.817
H: -10.264 -20.010 20.113
H: -10.917 -20.477 21.712
H: -10.949 -18.800 21.135
H: -13.775 -21.608 19.432
H: -14.890 -22.230 20.284
C: 0.015 -13.489 19.917
C: -1.043 -12.804 20.681
C: -2.443 -13.561 20.486
O: -3.333 -13.374 21.568
C: -3.912 -12.049 21.513
N: -0.601 -12.632 22.037
H: 0.930 -12.899 19.863
H: -0.327 -13.548 18.898
H: 0.207 -14.502 20.263
H: -1.209 -11.780 20.225
H: -2.215 -14.652 20.543
H: -2.977 -13.344 19.565
H: -4.428 -11.899 20.533
H: -3.097 -11.352 21.644
H: -4.621 -11.982 22.339
H: 0.068 -13.345 22.273
H: -1.335 -12.498 22.746
C: -14.147 -8.748 23.755
C: -13.387 -7.517 23.384
C: -12.047 -7.768 22.878
O: -11.188 -8.505 23.746
C: -10.388 -7.734 24.660
N: -14.275 -6.743 22.484
H: -14.282 -9.412 22.919
H: -15.028 -8.471 24.309
H: -13.533 -9.372 24.403
H: -13.228 -7.011 24.339
H: -11.448 -6.830 22.675
H: -12.045 -8.355 21.961
H: -9.378 -7.707 24.256
H: -10.402 -8.228 25.640
H: -10.788 -6.734 24.823
H: -15.269 -6.934 22.668
H: -14.136 -5.745 22.591
C: -11.940 -19.868 25.487
C: -11.888 -18.670 24.617
C: -13.287 -18.121 24.520
O: -13.263 -16.925 23.711
C: -14.478 -16.295 23.502
N: -10.955 -17.674 25.283
H: -12.023 -19.510 26.492
H: -10.945 -20.285 25.427
H: -12.644 -20.628 25.270
H: -11.498 -18.846 23.602
H: -13.669 -17.816 25.493
H: -13.888 -18.905 24.013
H: -14.325 -15.426 22.887
H: -14.981 -16.096 24.465
H: -15.127 -16.971 22.921
H: -10.029 -18.135 25.203
H: -11.002 -16.796 24.797
C: -5.522 -19.759 13.770
C: -7.027 -19.685 13.627
C: -7.480 -18.497 12.865
O: -7.310 -17.316 13.671
C: -7.817 -16.127 13.044
N: -7.453 -20.990 13.046
H: -5.224 -20.623 14.343
H: -5.050 -18.882 14.183
H: -5.085 -19.929 12.779
H: -7.419 -19.633 14.627
H: -8.507 -18.628 12.548
H: -6.874 -18.391 11.962
H: -8.890 -16.069 13.108
H: -7.487 -16.106 11.980
H: -7.381 -15.281 13.598
H: -6.829 -21.142 12.273
H: -7.100 -21.669 13.728
C: -7.815 -17.358 23.334
C: -8.252 -18.691 22.775
C: -7.157 -19.351 21.888
O: -6.074 -19.492 22.690
C: -4.937 -19.976 22.047
N: -8.730 -19.517 23.891
H: -8.618 -16.788 23.824
H: -7.354 -16.775 22.532
H: -7.142 -17.564 24.152
H: -9.065 -18.582 22.054
H: -6.932 -18.690 21.010
H: -7.559 -20.284 21.451
H: -4.975 -21.042 21.826
H: -4.073 -19.743 22.617
H: -4.744 -19.550 21.073
H: -7.928 -19.689 24.500
H: -9.062 -20.423 23.550
C: -11.894 -15.461 21.154
C: -10.856 -15.389 22.196
C: -9.722 -14.538 21.617
O: -9.103 -15.276 20.554
C: -8.300 -14.338 19.810
N: -11.352 -14.775 23.456
H: -11.453 -15.443 20.154
H: -12.513 -14.589 21.289
H: -12.538 -16.330 21.228
H: -10.582 -16.398 22.503
H: -9.033 -14.341 22.396
H: -10.178 -13.658 21.207
H: -8.841 -13.424 19.632
H: -8.011 -14.779 18.890
H: -7.424 -14.084 20.453
H: -11.745 -13.838 23.252
H: -12.168 -15.255 23.865
O: -6.903 -13.915 16.434
H: -7.108 -14.877 16.665
H: -6.038 -13.597 16.716
O: -5.276 -15.356 22.658
H: -4.660 -15.074 21.960
H: -5.122 -16.297 22.790
O: -9.349 -17.631 19.024
H: -9.258 -16.960 19.724
H: -10.292 -17.561 18.719
O: -15.017 -13.725 21.249
H: -15.745 -13.112 21.100
H: -14.565 -13.450 22.063
O: -13.725 -12.868 23.596
H: -13.020 -12.145 23.522
H: -13.766 -13.160 24.510
O: -11.358 -11.427 23.918
H: -11.077 -11.911 24.785
H: -11.204 -10.468 23.959
O: -4.584 -12.150 17.743
H: -3.818 -11.718 17.434
H: -5.231 -11.439 17.750

Density functional theory data (ωB97M-V with the def2-TZVPD basis set) for a structure of composition C56H42AsF5N5S2TeTl in a non-equilibrium geometry.

Values from the calculation:
Net charge: -2
Molecular weight (g/mol): 1351.02
DFT total energy (Ha): -6404.95649

Atoms and positions in Å:
Tl: 0.073 0.452 1.065
C: -0.902 6.752 2.378
C: -1.007 5.423 1.685
C: -0.361 5.210 0.470
C: -0.534 4.040 -0.231
C: -1.355 3.000 0.244
N: -1.579 1.824 -0.421
C: -1.829 1.754 -1.726
C: -2.066 2.878 -2.565
C: -2.232 2.767 -3.921
C: -2.216 1.522 -4.548
C: -2.278 1.383 -6.041
C: -2.128 0.401 -3.742
C: -1.986 0.485 -2.364
N: -2.100 -0.722 -1.648
C: -2.928 -1.724 -2.012
C: -2.729 -2.769 -1.138
C: -1.754 -2.299 -0.259
N: -1.393 -1.065 -0.578
C: -1.934 3.190 1.525
C: -1.768 4.388 2.209
N: -2.735 2.167 2.072
C: -3.879 2.321 2.768
C: -4.362 1.062 3.047
C: -3.430 0.197 2.468
N: -2.458 0.880 1.894
H: 0.077 7.197 2.204
H: -1.654 7.441 1.983
H: -1.062 6.656 3.451
H: 0.283 5.983 0.068
H: -0.003 3.897 -1.160
H: -2.096 3.858 -2.110
H: -2.353 3.666 -4.515
H: -2.747 2.254 -6.498
H: -1.273 1.282 -6.452
H: -2.845 0.494 -6.319
H: -2.157 -0.578 -4.206
H: -3.620 -1.641 -2.827
H: -3.208 -3.729 -1.147
H: -1.300 -2.796 0.574
H: -2.231 4.517 3.181
H: -4.279 3.282 3.023
H: -5.255 0.815 3.589
H: -3.424 -0.877 2.448
S: 3.176 0.889 -0.633
C: 3.934 -0.546 -1.184
C: 5.279 -0.845 -0.942
C: 5.815 -2.039 -1.377
C: 5.040 -2.953 -2.078
C: 3.710 -2.653 -2.350
C: 3.156 -1.465 -1.919
As: 1.313 -0.841 -2.046
C: 0.671 -2.291 -3.249
C: 0.548 -3.535 -2.631
C: 0.048 -4.633 -3.304
C: -0.368 -4.501 -4.619
C: -0.283 -3.267 -5.243
C: 0.225 -2.173 -4.560
C: 1.603 0.553 -3.385
C: 2.283 0.337 -4.576
C: 2.459 1.366 -5.486
C: 1.970 2.632 -5.207
C: 1.323 2.869 -4.004
C: 1.148 1.835 -3.105
H: 5.883 -0.128 -0.401
H: 6.850 -2.278 -1.151
H: 5.466 -3.897 -2.402
H: 3.100 -3.368 -2.895
H: 0.879 -3.621 -1.599
H: -0.031 -5.595 -2.815
H: -0.756 -5.357 -5.161
H: -0.603 -3.163 -6.274
H: 0.297 -1.210 -5.057
H: 2.680 -0.652 -4.782
H: 2.988 1.177 -6.415
H: 2.112 3.436 -5.922
H: 0.953 3.862 -3.777
H: 0.681 2.007 -2.144
Te: -0.437 -2.011 3.391
C: -0.821 -3.899 4.402
C: -1.367 -5.018 3.788
C: -1.598 -6.177 4.508
C: -1.316 -6.225 5.861
C: -0.792 -5.109 6.490
C: -0.543 -3.960 5.762
C: 1.173 -2.799 2.229
C: 1.114 -4.002 1.544
C: 2.201 -4.435 0.803
C: 3.353 -3.669 0.744
C: 3.410 -2.462 1.419
C: 2.324 -2.028 2.155
H: -1.626 -4.984 2.739
H: -2.010 -7.046 4.014
H: -1.510 -7.126 6.427
H: -0.573 -5.138 7.548
H: -0.128 -3.087 6.247
H: 0.226 -4.616 1.585
H: 2.140 -5.373 0.263
H: 4.198 -3.996 0.158
H: 4.299 -1.852 1.362
H: 2.377 -1.091 2.691
F: 1.006 6.856 5.693
C: 0.647 5.584 5.372
C: 1.199 4.945 4.263
F: 2.085 5.627 3.505
C: 0.843 3.650 3.958
F: 1.385 3.071 2.871
C: -0.072 2.897 4.740
S: -0.473 1.296 4.386
C: -0.617 3.594 5.847
F: -1.523 2.979 6.644
C: -0.275 4.894 6.152
F: -0.835 5.521 7.219

Density functional theory data (ωB97M-V with the def2-TZVPD basis set) for a structure of composition C56H43BrI4IrN4P.

Values from the calculation:
Multiplicity: 2
Net charge: +1
Molecular weight (g/mol): 1582.70
DFT total energy (Ha): -6589.19337

Atoms and positions in Å:
Ir: 0.291 0.440 0.113
I: -5.445 5.518 -5.974
C: -4.194 4.449 -4.696
C: -3.330 5.128 -3.848
C: -2.500 4.412 -2.998
C: -2.524 3.020 -2.985
C: -3.395 2.357 -3.843
C: -4.230 3.062 -4.698
C: -1.651 2.244 -2.054
C: -0.291 2.188 -2.313
C: 0.365 2.861 -3.417
C: 1.693 2.739 -3.225
C: 1.888 1.972 -2.018
C: 3.115 1.649 -1.479
C: 4.342 2.124 -2.186
C: 4.955 1.326 -3.146
C: 6.096 1.761 -3.804
C: 6.630 3.004 -3.498
I: 8.343 3.665 -4.483
C: 6.030 3.811 -2.541
C: 4.889 3.367 -1.889
C: 3.298 0.880 -0.320
N: 2.299 0.365 0.467
C: 2.910 -0.314 1.492
C: 2.268 -0.872 2.599
C: 3.123 -1.557 3.611
C: 3.506 -0.916 4.785
C: 4.310 -1.558 5.715
C: 4.743 -2.854 5.469
I: 5.951 -3.824 6.861
C: 4.377 -3.505 4.301
C: 3.572 -2.853 3.378
C: 0.910 -0.717 2.869
C: 0.314 -0.960 4.169
C: -0.947 -0.509 4.123
C: -1.210 -0.065 2.761
N: -0.034 -0.233 2.017
C: -2.434 0.314 2.315
C: -2.808 0.356 0.856
C: -3.929 1.319 0.559
C: -3.621 2.034 -0.513
C: -2.254 1.685 -0.915
N: -1.717 0.819 -0.054
C: -3.504 0.569 3.311
C: -3.307 1.549 4.284
C: -4.283 1.829 5.228
C: -5.477 1.124 5.209
I: -6.948 1.532 6.624
C: -5.695 0.147 4.246
C: -4.717 -0.122 3.303
C: 4.334 -0.245 1.323
C: 4.570 0.502 0.216
N: 0.654 1.622 -1.505
H: -3.305 6.209 -3.848
H: -1.829 4.942 -2.334
H: -3.419 1.273 -3.847
H: -4.900 2.534 -5.363
H: -0.149 3.380 -4.209
H: 2.491 3.137 -3.830
H: 4.539 0.354 -3.384
H: 6.565 1.134 -4.550
H: 6.449 4.779 -2.304
H: 4.420 3.994 -1.140
H: 3.177 0.099 4.974
H: 4.602 -1.048 6.623
H: 4.716 -4.514 4.109
H: 3.288 -3.363 2.464
H: 0.827 -1.399 5.009
H: -1.680 -0.520 4.913
H: -4.856 1.328 1.108
H: -4.230 2.769 -1.014
H: -2.380 2.109 4.293
H: -4.112 2.596 5.971
H: -6.624 -0.406 4.233
H: -4.904 -0.891 2.563
H: 5.055 -0.680 1.994
H: 5.522 0.790 -0.199
C: 0.205 -3.456 0.876
C: 1.194 -2.837 -0.108
P: 0.545 -1.435 -1.066
C: 1.683 -1.224 -2.478
C: 2.448 -2.463 -2.949
C: -1.017 -1.991 -1.790
C: -0.919 -3.160 -2.767
H: 0.718 -4.171 1.519
H: -0.589 -3.990 0.352
H: -0.257 -2.704 1.513
H: 1.513 -3.585 -0.837
H: 2.096 -2.487 0.398
H: 2.403 -0.457 -2.205
H: 1.076 -0.797 -3.282
H: 3.174 -2.784 -2.202
H: 3.001 -2.217 -3.856
H: 1.801 -3.307 -3.180
H: -1.467 -1.115 -2.264
H: -1.656 -2.255 -0.950
H: -0.365 -2.897 -3.668
H: -1.922 -3.459 -3.071
H: -0.446 -4.033 -2.314
Br: -4.597 -5.261 -1.164
C: -4.098 -3.560 -0.517
C: -4.389 -2.427 -1.265
C: -3.995 -1.186 -0.800
C: -3.299 -1.051 0.401
C: -3.053 -2.194 1.151
C: -3.446 -3.448 0.697
H: -4.920 -2.518 -2.203
H: -4.227 -0.314 -1.397
H: -2.546 -2.128 2.103
H: -3.241 -4.331 1.288